The following is a DFT calculation (ωB97M-V with the def2-TZVPD basis set) of the molecule C3H7NS2 at a distorted geometry.

The value obtained for the HOMO energy is -8.31 eV. For the energy relative to the best compared isomer or geometry (same formula, charge and spin), the calculation gives 46.0 kcal/mol. The total charge is 0. The calculation puts the total energy at -969.564008 Ha. The SMILES is CNC(=S)SC.

Each line ends with the natural charge from an NBO analysis.
Element x y z (Å)
C  2.65086  -0.37365  0.22675  -0.468
N  1.27757  -0.85846  -0.06753  -0.562
C  0.19984  -0.12374  -0.25243  -0.182
S  0.29773  1.42987  -0.09911  -0.134
S  -1.19095  -1.00465  -0.05766  0.287
C  -2.37893  0.36205  0.26501  -0.748
H  2.75004  0.38194  1.15470  0.221
H  3.55276  -1.03939  0.24824  0.235
H  2.78134  0.49298  -0.47099  0.233
H  0.99286  -1.77035  -0.21283  0.384
H  -2.12573  1.08783  -0.68709  0.262
H  -2.06161  0.94500  1.19133  0.243
H  -3.37174  -0.08026  0.32161  0.229



The following is a DFT calculation (ωB97M-V with the def2-TZVPD basis set) of a structure of composition BrO4PbV2 at a distorted geometry.

The value obtained for the HOMO energy is -22.48 eV. For the energy relative to the best compared isomer or geometry (same formula, charge and spin), the calculation gives 22.4 kcal/mol. The total charge is +3. The calculation puts the total energy at -4954.466033 Ha.

Each line ends with the Mulliken charge.
Element x y z (Å)
Pb  -2.16423  -0.48376  -2.69316  1.553
O  1.47311  1.70782  -1.06115  -0.373
V  2.09213  0.35019  -1.61752  1.543
O  3.33481  0.16273  -0.61262  -0.341
O  -0.42934  0.45044  2.40384  -0.399
V  -1.82338  -0.07369  1.73681  1.463
O  -2.12392  -1.40300  2.30091  -0.338
Br  -0.35919  -0.71073  -0.45712  -0.109



> Which value of total charge does entry 1 give?

0